The following is a DFT calculation (ωB97M-V/def2-TZVPD) of a structure of composition C28H23N4O2PPtS.

The geometry in XYZ format:
```
60
C28H23N4O2PPtS | the OMol25 dataset | ωB97M-V/def2-TZVPD
Pt -0.34701 -0.45548 0.14571
C 1.51490 -6.02582 -0.88565
C 1.57838 -5.07160 0.11780
C 0.87678 -3.88039 -0.01264
C 0.10696 -3.64651 -1.14675
C 0.03863 -4.61345 -2.14897
C 0.74488 -5.79716 -2.02038
P -0.78601 -2.08246 -1.29933
C -2.48995 -2.56139 -1.67829
C -3.24983 -1.79446 -2.55682
C -4.57317 -2.12885 -2.80323
C -5.14420 -3.22257 -2.16899
C -4.39174 -3.98513 -1.28591
C -3.06804 -3.65707 -1.04045
C -0.14681 -0.99836 -2.56444
C 0.07657 -0.98213 -3.93411
C 0.60028 0.18050 -4.47454
C 0.87571 1.27550 -3.65135
C 0.64629 1.24905 -2.28275
C 0.12254 0.08437 -1.71912
H 2.06332 -6.95355 -0.78508
H 2.17138 -5.25368 1.00452
H 0.91288 -3.12771 0.76670
H -0.57674 -4.44280 -3.02507
H 0.69319 -6.54488 -2.80099
H -2.80544 -0.93533 -3.04435
H -5.15911 -1.53180 -3.48971
H -6.17752 -3.48086 -2.36112
H -4.83685 -4.83588 -0.78678
H -2.48225 -4.25490 -0.35244
H -0.14721 -1.83847 -4.55911
H 0.79483 0.24478 -5.53733
H 1.28192 2.17509 -4.09902
H 0.86720 2.10252 -1.65632
N 4.36460 -0.61013 6.21459
C 3.22801 -0.42784 5.44432
C 3.17122 -0.92753 4.13830
C 2.05636 -0.70826 3.35613
C 0.98546 0.01362 3.86708
C 1.03255 0.52806 5.15346
C 2.14583 0.30440 5.93991
S -0.42188 0.30746 2.86702
O -0.76668 -0.99436 2.23577
O -1.43097 0.92156 3.66910
N 0.03752 1.10282 1.54341
C 0.49808 2.39529 1.60784
N 0.75872 2.99582 0.44158
C 1.20282 4.24217 0.51269
C 1.40083 4.91067 1.70954
C 1.11187 4.18694 2.85354
N 0.66632 2.94016 2.82044
H 4.96245 -1.37587 5.95340
H 4.24737 -0.51756 7.20946
H 4.01148 -1.48492 3.74192
H 2.01328 -1.09173 2.34344
H 0.19452 1.10328 5.52140
H 2.18801 0.70492 6.94567
H 1.41215 4.72768 -0.43568
H 1.76190 5.92716 1.74689
H 1.24561 4.61817 3.84049
```

Properties
E_tot	-62836.3386	eV
HOMO-LUMO gap	8.8	eV
HOMO level	-8.10	eV

Charge distribution, natural (NBO) scheme, values in e: Pt 0.50; C -0.19; C -0.20; C -0.18; C -0.40; C -0.12; C -0.23; P 1.15; C -0.29; C -0.22; C -0.20; C -0.20; C -0.21; C -0.21; C -0.44; C -0.19; C -0.23; C -0.20; C -0.19; C -0.15; H 0.22; H 0.22; H 0.23; H 0.21; H 0.22; H 0.23; H 0.22; H 0.22; H 0.22; H 0.22; H 0.21; H 0.21; H 0.21; H 0.24; N -0.79; C 0.19; C -0.27; C -0.17; C -0.33; C -0.14; C -0.28; S 2.32; O -0.98; O -0.91; N -0.97; C 0.56; N -0.49; C 0.10; C -0.36; C 0.10; N -0.50; H 0.38; H 0.38; H 0.21; H 0.23; H 0.25; H 0.21; H 0.19; H 0.22; H 0.19